DFT (ωB97M-V/def2-TZVPD) results for 2 unconnected molecules or ions with the total composition C3H4S2 at a distorted geometry.

Element x y z (Å)
C -0.64199 0.44923 1.07242
C -0.82428 0.02800 -0.14597
C 0.36740 -1.54396 -0.81764
S -0.11613 -3.07731 -0.56069
S 1.66257 -0.90667 -1.61565
H -1.31663 1.09283 1.53725
H -0.09569 0.00810 1.89767
H -1.43083 0.30413 -0.98996
H 2.31511 -1.96403 -1.39850

The LUMO energy is -0.1363 eV. The HOMO energy comes out at -8.34 eV. The value obtained for the energy above the lowest of the compared OMol25 structures with the same formula, charge and spin is 73.2 kcal/mol. The net charge is 0. The HOMO-LUMO gap is 8.20 eV.